This record from OMol25 describes C24H30BrN3O3OsS2Si2 as an isolated structure. The level of theory is wB97M-V/def2-TZVPD.

```
66
Properties=species:S:1:pos:R:3
Os -0.039 -0.814 1.011
Br -7.199 2.304 -3.105
S -0.446 -2.357 2.537
S -0.230 -2.504 -0.566
Si 2.869 -1.063 -0.891
Si 0.734 1.143 -1.604
O -3.203 -0.875 1.441
O -1.630 -0.111 0.046
O 1.898 -0.920 2.270
N -0.800 -5.999 3.173
N 0.032 0.903 2.349
N -0.591 -6.153 -0.948
C -0.190 2.574 -0.802
C -2.881 -0.284 0.434
C 1.467 0.036 -0.257
C -3.897 0.355 -0.465
C -1.047 1.678 2.536
C 2.666 -1.730 -2.633
C -3.546 1.121 -1.569
C 2.138 2.006 -2.525
C -5.240 0.173 -0.153
C -0.557 -3.890 1.712
C -4.523 1.706 -2.359
C -0.685 -5.063 2.514
C -5.855 1.512 -2.033
C -0.472 -3.926 0.359
C 2.359 0.327 2.766
C -1.012 2.822 3.305
C 1.176 1.231 2.964
C 4.444 -0.044 -0.806
C -6.225 0.749 -0.937
C 0.176 3.174 3.924
C -0.291 0.224 -2.872
C -0.548 -5.168 -0.358
C 1.280 2.359 3.760
C 3.251 -2.560 0.220
H 0.466 3.080 -0.087
H 2.370 -3.066 0.627
H -4.254 2.302 -3.220
H 2.219 2.584 4.249
H -2.505 1.261 -1.817
H 4.406 0.857 -1.419
H 1.704 2.708 -3.243
H -1.099 2.281 -0.279
H -7.271 0.609 -0.702
H 3.073 0.788 2.079
H 2.593 -1.419 1.813
H 1.793 -2.372 -2.741
H 0.237 4.062 4.538
H -0.456 3.307 -1.569
H -5.495 -0.428 0.709
H 3.958 -2.363 1.037
H 1.989 0.806 0.334
H 3.552 -2.318 -2.886
H 2.593 -0.927 -3.369
H 0.339 -0.428 -3.477
H -1.907 3.417 3.420
H 4.631 0.270 0.227
H -1.075 -0.386 -2.426
H -0.761 0.942 -3.550
H -1.951 1.346 2.049
H 2.784 1.327 -3.082
H 3.754 -3.300 -0.410
H 2.762 2.585 -1.840
H 5.308 -0.632 -1.123
H 2.861 0.171 3.723
```

Computed properties:
Frontier orbital gap in eV: 6.29
Highest occupied orbital energy in eV: -7.9
Strongest force on any atom in eV/A: 0.7

=====

This record from OMol25 describes C24H30Cl3IIrN14OS as an isolated structure at a distorted geometry. The level of theory is wB97M-V/def2-TZVPD.

```
75
Properties=species:S:1:pos:R:3
Ir -0.481 0.885 2.239
I -1.251 2.653 0.444
Cl -4.137 2.447 -6.440
Cl -0.228 3.448 -3.595
Cl -0.326 -1.295 -6.475
S 1.456 2.836 -5.969
O 0.595 -0.869 -2.776
N -0.913 -2.071 3.815
N -1.160 3.309 3.732
N -1.718 3.830 4.765
N -1.584 -2.719 4.714
N -1.640 -1.578 -1.064
N -2.262 -1.847 5.408
N 1.287 1.125 3.753
N -1.103 -0.737 3.882
N -2.305 2.876 5.529
N -1.370 1.957 3.792
N 1.326 -3.027 2.409
N -2.446 0.512 5.387
N 1.615 0.992 0.942
N -1.338 -0.660 0.906
C 2.886 0.278 1.224
C -2.891 -1.301 -0.547
C 0.929 0.523 -2.716
C -1.370 -2.206 -2.362
C -3.118 1.367 -5.563
C 0.817 2.386 -4.442
C -1.954 -0.636 4.888
C 1.760 -1.628 2.365
C -2.694 -0.730 0.664
C -2.360 0.448 -3.495
C 3.422 0.773 2.565
C 1.271 1.170 -4.025
C 2.329 -1.186 3.707
C 2.182 0.606 -4.969
C -1.413 -0.310 -5.548
C -0.735 -1.175 -0.158
C 2.724 -1.249 1.260
C -3.189 1.317 -4.183
C 2.558 0.338 3.746
C -2.073 1.746 4.910
C -1.458 -0.387 -4.151
C -0.591 -1.374 -3.402
C -2.227 0.561 -6.251
C 2.366 1.390 -6.059
H 1.662 -1.491 4.519
H 0.870 -1.048 2.198
H -3.800 -1.534 -1.078
H 2.037 -3.638 2.793
H 3.504 1.865 2.556
H -3.012 0.470 6.219
H 2.662 -0.354 -4.825
H -2.415 0.443 -2.413
H -2.326 -2.483 -2.797
H -0.794 -3.111 -2.181
H 0.328 -1.268 -0.313
H -3.421 -0.373 1.375
H 3.001 1.206 -6.914
H 3.619 0.511 0.450
H 3.710 -1.687 1.438
H 3.099 0.561 4.666
H 1.302 0.778 -0.001
H -2.171 0.608 -7.331
H 1.777 1.994 0.965
H 3.296 -1.672 3.871
H 2.370 -1.624 0.293
H 1.076 -3.369 1.488
H -0.186 -2.510 3.210
H -0.243 -2.109 -4.121
H -3.877 1.960 -3.649
H 0.166 1.107 -2.195
H 1.499 2.120 3.706
H 1.845 0.510 -2.119
H 0.802 0.974 4.634
H 4.430 0.376 2.701
```

Computed properties:
Frontier orbital gap (alpha / beta) in eV: 6.73 / 6.68
Highest occupied orbital energy (alpha / beta) in eV: -10.9 / -10.9
Charge: +1
Strongest force on any atom in eV/A: 2.2

=====

This record from OMol25 describes C24H30F12N12O8S4Zn as an isolated structure at a distorted geometry. The level of theory is wB97M-V/def2-TZVPD.

```
91
Properties=species:S:1:pos:R:3
Zn -16.807 -0.418 11.689
S -14.335 1.633 11.240
S -17.693 -2.849 13.557
S -16.412 1.858 9.513
S -15.924 -1.161 14.663
F -13.422 -2.326 14.829
F -14.706 0.249 8.091
F -13.714 4.101 12.473
F -20.358 -3.066 14.169
F -15.666 4.147 11.565
F -14.894 -3.795 14.198
F -15.310 3.061 13.458
F -16.752 -0.214 7.840
F -19.338 -1.176 14.850
F -14.882 -3.206 16.229
F -19.825 -1.508 12.741
F -16.082 1.378 6.849
O -16.808 -0.947 15.798
O -15.010 -0.021 14.631
O -17.368 -3.647 14.725
O -17.889 1.761 9.556
O -13.642 0.779 12.174
O -15.913 3.216 9.256
O -17.805 -3.582 12.290
O -13.564 2.004 10.118
N -18.359 1.975 3.063
N -14.559 -2.239 6.049
N -16.656 -1.363 13.289
N -18.483 -1.048 10.346
N -11.273 0.068 7.068
N -19.634 4.829 10.407
N -15.719 0.972 10.910
N -15.598 -1.909 10.565
N -13.742 8.716 15.319
N -18.197 -2.182 6.111
N -18.276 1.175 12.519
N -9.738 -0.594 15.906
C -19.444 -2.089 13.864
C -18.612 1.814 4.194
C -11.207 0.790 14.216
C -13.712 7.542 15.117
C -14.801 3.315 12.255
C -17.774 -3.966 8.069
C -14.704 -2.729 15.023
C -15.901 0.755 8.031
C -10.392 0.040 15.153
C -18.663 3.613 13.378
C -18.920 1.513 5.637
C -13.608 6.080 15.029
C -11.422 -0.750 9.564
C -19.466 -0.907 9.678
C -18.849 5.563 9.993
C -18.416 2.301 12.905
C -20.693 -0.778 8.901
C -17.823 6.491 9.501
C -14.992 -0.287 4.316
C -11.375 -0.263 8.173
C -14.677 -1.348 5.309
C -13.987 -4.040 10.372
C -18.007 -2.977 7.003
C -14.851 -2.788 10.524
H -20.762 0.227 8.483
H -20.562 -1.576 8.170
H -15.667 0.433 4.779
H -18.455 -4.799 7.891
H -19.991 1.517 5.840
H -11.354 0.038 10.314
H -14.713 -4.845 10.266
H -21.607 -0.917 9.478
H -14.100 0.291 4.076
H -10.857 1.822 14.250
H -14.383 5.718 14.353
H -18.396 2.227 6.272
H -10.675 -1.541 9.623
H -11.050 0.500 13.178
H -19.712 3.862 13.218
H -16.770 -4.335 7.862
H -12.347 -1.273 9.804
H -17.914 6.616 8.422
H -17.989 7.369 10.124
H -16.804 6.137 9.657
H -13.164 -3.911 9.669
H -18.134 4.371 12.801
H -17.941 -3.489 9.034
H -12.674 5.875 14.508
H -13.530 -4.160 11.354
H -18.289 3.718 14.396
H -13.586 5.531 15.971
H -18.621 0.471 5.756
H -15.199 -0.736 3.344
H -12.280 0.817 14.407
```

Computed properties:
Frontier orbital gap in eV: 10.56
Highest occupied orbital energy in eV: -10.7
Strongest force on any atom in eV/A: 6.8

=====

This record from OMol25 describes one molecule with the formula C24H30N2O2S. The level of theory is wB97M-V/def2-TZVPD.

```
59
Properties=species:S:1:pos:R:3
S 1.413 0.531 -1.747
O -1.385 -1.226 -1.527
O 1.217 0.587 2.182
N 2.844 1.541 0.928
N -0.990 -0.563 0.616
C -5.674 -0.060 -0.384
C -5.353 -1.469 -0.892
C 3.937 0.778 1.507
C -0.250 3.006 1.015
C -3.211 0.387 0.143
C 0.575 2.061 0.419
C -5.002 -2.499 0.186
C 3.938 -2.840 0.379
C -0.469 2.515 -1.704
C -1.159 3.720 0.254
C -0.629 -0.938 -0.621
C 1.562 1.313 1.262
C 0.882 -0.958 -0.827
C 3.774 -1.709 1.162
C -2.352 -0.406 1.130
C -2.923 -1.767 1.569
C 4.917 -1.502 -1.350
C -4.666 0.531 0.602
C 0.442 1.799 -0.943
C 4.507 -2.737 -0.878
C -3.502 -2.668 0.473
C 4.187 -0.468 0.696
C 4.758 -0.373 -0.567
C -1.259 3.482 -1.108
H -6.237 -1.816 -1.435
H -3.350 -3.700 0.798
H -4.795 0.054 1.573
H -0.262 -0.377 1.296
H 4.824 1.416 1.534
H -3.170 -0.103 -0.825
H 5.078 0.589 -0.940
H 1.154 -1.782 -1.486
H -3.682 -1.603 2.336
H 4.629 -3.618 -1.491
H -2.937 -2.534 -0.448
H 3.614 -3.801 0.751
H -4.539 -1.430 -1.616
H 3.030 2.026 0.063
H 3.641 0.518 2.526
H -6.654 -0.072 0.101
H 5.359 -1.416 -2.332
H -5.370 -3.469 -0.157
H -1.969 4.035 -1.704
H -2.235 0.197 2.041
H 3.319 -1.787 2.138
H -4.908 1.587 0.740
H -2.099 -2.297 2.056
H -5.535 -2.268 1.111
H -5.750 0.598 -1.253
H -2.750 1.370 0.023
H -0.558 2.297 -2.756
H -0.163 3.179 2.077
H -1.791 4.458 0.724
H 1.442 -1.030 0.104
```

Computed properties:
Frontier orbital gap in eV: 9.11
Highest occupied orbital energy in eV: -8.5
SMILES: O=C(CSc1ccccc1C(=O)NCc1ccccc1)NC1CCCCCCC1
Strongest force on any atom in eV/A: 0.5

=====

no.,E_tot (a.u.)
1,-5362.6614
2,-3954.9240
3,-6761.7748
4,-1590.7690